1.
This record from the Open Molecules 2025 dataset describes a 2-piece molecular cluster, C26H33Br2OSi overall. The level of theory is the ωB97M-V functional and the def2-TZVPD basis.

Frontier orbital gap ... 0.1768 Eh
Multiplicity ... 1
Total charge ... +1
LUMO energy ... -5.7828 eV
Largest force on an atom ... 1.72 eV/Å

Geometry (Å):
C  2.811  -0.783  0.891
Si  2.177  0.308  2.261
C  2.346  -0.372  4.000
C  2.905  2.018  2.160
O  0.524  0.417  1.922
C  -0.501  -0.017  2.717
C  -0.965  -1.292  2.691
C  -2.398  -1.585  3.001
C  -3.401  -0.965  1.999
C  -3.831  0.479  2.318
C  -2.935  1.570  1.717
C  -1.833  2.126  2.627
C  -1.148  1.091  3.515
H  3.864  -1.052  1.042
H  2.236  -1.713  0.786
H  2.728  -0.235  -0.058
H  3.406  -0.563  4.228
H  1.954  0.318  4.763
H  1.796  -1.318  4.092
H  3.959  1.980  2.472
H  2.861  2.386  1.127
H  2.381  2.738  2.803
H  -0.333  -2.127  2.377
H  -2.523  -2.671  3.006
H  -2.661  -1.254  4.012
H  -2.978  -1.021  0.981
H  -4.308  -1.587  2.006
H  -4.842  0.606  1.890
H  -3.932  0.621  3.402
H  -2.473  1.201  0.793
H  -3.563  2.420  1.420
H  -1.088  2.655  2.010
H  -2.254  2.873  3.301
H  -1.878  0.665  4.218
H  -0.354  1.586  4.097
Br  4.840  -5.526  -0.136
C  3.532  -5.034  1.130
C  3.832  -4.066  2.103
C  2.882  -3.731  3.060
C  1.557  -4.249  3.016
C  0.546  -3.832  3.970
C  -0.523  -4.649  4.367
C  -1.179  -4.490  5.586
C  -2.174  -5.380  6.106
C  -2.773  -5.166  7.386
C  -3.758  -6.017  7.880
C  -4.158  -7.141  7.128
Br  -5.535  -8.249  7.760
C  -3.556  -7.398  5.885
C  -2.592  -6.531  5.384
C  1.278  -5.217  2.016
C  2.253  -5.623  1.101
H  4.806  -3.572  2.095
H  3.156  -3.076  3.889
H  0.757  -2.960  4.589
H  -0.808  -5.478  3.715
H  -0.873  -3.658  6.227
H  -2.455  -4.307  7.974
H  -4.236  -5.811  8.835
H  -3.859  -8.266  5.301
H  -2.151  -6.733  4.411
H  0.286  -5.665  1.981
H  2.027  -6.381  0.357

2.
This record from the Open Molecules 2025 dataset describes C26H33BrCaN3O9P as an isolated structure. The level of theory is the ωB97M-V functional and the def2-TZVPD basis.

Frontier orbital gap ... 0.2179 Eh
Multiplicity ... 1
Total charge ... -2
LUMO energy ... 3.5360 eV
Largest force on an atom ... 0.30 eV/Å
Energy relative to the best compared isomer or geometry (same formula, charge and spin) ... 0.088 eV

Geometry (Å):
Ca  2.117  -1.135  -1.085
O  6.231  -0.266  -0.901
C  5.075  0.024  -0.595
O  4.166  -0.755  -0.156
C  4.671  1.499  -0.680
C  5.555  2.419  -0.199
C  5.236  3.789  -0.167
C  4.025  4.234  -0.658
C  3.146  3.324  -1.205
C  3.391  1.898  -1.237
O  2.563  1.078  -1.697
N  1.916  3.883  -1.747
O  1.370  3.321  -2.674
O  1.492  4.926  -1.250
N  6.168  4.739  0.369
O  7.229  4.329  0.824
O  5.870  5.932  0.366
H  6.516  2.079  0.160
H  3.769  5.282  -0.634
C  -1.666  -2.856  1.491
C  -2.309  -1.492  1.193
C  -3.340  -1.163  2.275
C  -3.051  -1.693  -0.138
P  -0.868  -0.253  0.887
N  0.240  -0.905  0.069
C  -1.600  1.275  0.002
C  -2.954  1.803  0.485
C  -1.689  0.937  -1.496
C  -0.568  2.410  0.081
C  -0.277  0.341  2.608
C  -1.185  1.307  3.374
C  -0.034  -0.893  3.488
C  1.106  0.984  2.424
H  -2.428  -3.637  1.377
H  -1.267  -2.930  2.501
H  -0.854  -3.037  0.784
H  -4.120  -1.934  2.273
H  -3.829  -0.202  2.109
H  -2.904  -1.150  3.275
H  -3.712  -2.562  -0.045
H  -2.341  -1.889  -0.943
H  -3.671  -0.841  -0.411
H  -3.763  1.097  0.300
H  -3.191  2.720  -0.069
H  -2.958  2.053  1.546
H  -2.465  0.212  -1.729
H  -0.736  0.541  -1.849
H  -1.906  1.858  -2.048
H  -0.509  2.871  1.066
H  -0.845  3.194  -0.631
H  0.421  2.045  -0.204
H  -2.188  0.904  3.531
H  -1.280  2.270  2.875
H  -0.748  1.496  4.362
H  -0.959  -1.358  3.829
H  0.525  -0.584  4.378
H  0.559  -1.635  2.953
H  1.070  1.952  1.932
H  1.754  0.332  1.836
H  1.563  1.129  3.410
Br  -5.004  -5.154  -3.344
C  -3.231  -4.484  -3.115
C  -2.834  -3.371  -3.836
C  -1.546  -2.887  -3.654
C  -0.674  -3.509  -2.770
C  -1.100  -4.620  -2.056
C  -2.384  -5.120  -2.224
C  0.696  -2.915  -2.511
O  1.408  -3.454  -1.630
O  1.002  -1.873  -3.141
H  -3.522  -2.884  -4.513
H  -1.200  -2.004  -4.175
H  -0.413  -5.066  -1.350
H  -2.728  -5.978  -1.662

3.
This record from the Open Molecules 2025 dataset describes a 2-piece molecular cluster, C26H33N4O2 overall. The level of theory is the ωB97M-V functional and the def2-TZVPD basis.

Frontier orbital gap ... 0.2294 Eh
Multiplicity ... 1
Total charge ... +1
LUMO energy ... -4.3985 eV
Largest force on an atom ... 2.07 eV/Å

Geometry (Å):
C  -0.429  2.331  6.222
O  -0.768  1.596  5.071
C  0.303  1.367  4.193
C  0.051  0.650  3.027
C  1.087  0.408  2.122
C  2.380  0.890  2.395
C  2.640  1.597  3.570
C  1.614  1.831  4.447
N  3.212  0.513  1.328
C  4.651  0.743  1.219
C  2.465  -0.178  0.412
C  1.145  -0.287  0.855
C  0.142  -1.078  0.248
C  0.288  -1.653  -1.048
C  0.990  -1.120  -2.134
N  1.005  -2.024  -3.167
C  1.617  -1.821  -4.477
C  0.328  -3.185  -2.766
C  -0.143  -2.972  -1.459
C  -0.763  -4.010  -0.756
C  -0.926  -5.249  -1.365
O  -1.510  -6.361  -0.740
C  -1.950  -6.134  0.577
C  -0.460  -5.427  -2.687
C  0.162  -4.426  -3.384
H  -1.322  2.451  6.835
H  0.330  1.796  6.793
H  -0.057  3.315  5.934
H  -0.942  0.301  2.825
H  3.637  1.941  3.781
H  1.813  2.383  5.349
H  5.026  1.311  2.066
H  5.176  -0.208  1.176
H  4.864  1.295  0.306
H  2.878  -0.653  -0.459
H  -0.702  -1.371  0.846
H  1.441  -0.145  -2.179
H  1.519  -2.717  -5.086
H  1.131  -0.995  -4.994
H  2.674  -1.592  -4.363
H  -1.068  -3.851  0.259
H  -2.432  -7.041  0.944
H  -1.103  -5.898  1.220
H  -2.671  -5.319  0.590
H  -0.576  -6.400  -3.130
H  0.556  -4.595  -4.370
N  -1.417  3.047  1.326
C  -2.326  3.549  0.314
C  -1.692  3.503  -1.078
C  -2.575  4.095  -2.204
C  -2.281  3.222  -3.435
C  -1.842  1.866  -2.865
N  -1.418  2.091  -1.464
H  -0.546  3.565  1.311
H  -1.804  3.125  2.259
H  -3.225  2.922  0.309
H  -2.646  4.570  0.558
H  -0.736  4.049  -1.055
H  -3.633  4.030  -1.924
H  -2.357  5.155  -2.385
H  -3.157  3.128  -4.090
H  -1.479  3.665  -4.039
H  -2.683  1.164  -2.853
H  -1.040  1.406  -3.453
H  -0.445  1.835  -1.279

4.
This record from the Open Molecules 2025 dataset describes C26H34Cl6CoN3O4 as an isolated structure. The level of theory is the ωB97M-V functional and the def2-TZVPD basis.

Frontier orbital gap (alpha / beta) ... 0.2444 / 0.2513 Eh
Multiplicity ... 4
Total charge ... -1
LUMO energy (alpha / beta) ... 2.5067 / 2.5052 eV
Largest force on an atom ... 3.10 eV/Å
Energy relative to the best compared isomer or geometry (same formula, charge and spin) ... 0.000 eV

Geometry (Å):
O  0.716  -0.265  -0.893
C  2.004  -0.608  -0.855
C  2.158  -2.140  -0.985
C  1.050  -2.969  -0.807
H  0.078  -2.508  -0.619
C  1.185  -4.355  -0.850
H  0.315  -4.983  -0.637
C  2.435  -4.921  -1.148
H  2.551  -6.005  -1.190
C  3.539  -4.093  -1.376
H  4.519  -4.519  -1.604
C  3.395  -2.706  -1.288
H  4.243  -2.032  -1.426
H  2.511  -0.166  -1.740
C  3.301  1.404  0.325
C  2.803  0.003  0.441
H  4.396  1.400  0.311
H  2.980  2.006  1.183
H  2.937  1.887  -0.585
C  3.347  -0.836  1.342
C  4.139  -0.421  2.534
H  3.278  -1.916  1.199
H  4.586  -1.303  3.007
H  3.473  0.052  3.271
H  4.945  0.300  2.322
Co  0.317  0.879  1.209
Cl  1.312  1.287  3.108
C  -1.898  2.230  3.058
O  -1.450  2.224  1.897
N  -3.078  2.795  3.385
C  -3.757  3.671  2.434
C  -3.636  2.694  4.726
H  -1.348  1.753  3.897
H  -3.348  3.489  1.437
H  -3.620  4.727  2.715
H  -4.833  3.453  2.459
H  -3.206  1.815  5.219
H  -4.724  2.586  4.664
H  -3.412  3.584  5.334
H  -1.416  -3.241  -4.400
H  -3.431  -2.073  -3.623
C  -0.932  -2.989  -3.444
C  -2.920  -1.736  -2.711
N  -1.480  -1.749  -2.904
H  0.146  -2.867  -3.599
C  -0.783  -0.588  -3.036
O  -1.274  0.549  -3.010
H  -3.251  -0.735  -2.430
H  0.300  -0.760  -3.170
H  -1.107  -3.810  -2.738
H  -3.178  -2.441  -1.910
H  0.646  5.702  -1.383
H  0.205  4.504  -3.735
C  1.293  4.845  -1.157
C  0.907  3.753  -3.350
N  0.849  3.678  -1.896
H  1.272  4.635  -0.089
C  0.308  2.626  -1.268
O  0.398  2.482  -0.018
H  0.657  2.778  -3.770
H  -0.207  1.905  -1.920
H  2.308  5.109  -1.476
H  1.916  4.046  -3.665
Cl  -2.834  0.843  -0.237
C  -2.440  -0.510  0.750
C  -1.166  -0.666  1.263
C  -0.830  -1.882  1.822
Cl  0.759  -2.128  2.433
C  -1.758  -2.950  1.919
Cl  -1.239  -4.513  2.375
C  -3.106  -2.718  1.570
Cl  -4.282  -3.929  1.818
C  -3.455  -1.479  0.984
Cl  -5.079  -1.186  0.527